Entry from the Open Molecules 2025 dataset: a structure of composition C30H33GeN3OPt (ωB97M-V/def2-TZVPD).

```
! wB97M-V def2-TZVPD RIJCOSX def2/J DEFGRID3
* xyz 0 1
Pt 0.124 0.500 -0.619
O -0.142 -0.077 2.547
C 0.212 -1.447 2.421
C -1.052 -2.268 2.599
C -2.014 -2.076 1.420
C -1.586 -2.821 0.182
C -1.607 -4.217 0.148
C -1.230 -4.873 -1.008
C -0.834 -4.121 -2.106
C -0.827 -2.743 -1.979
N -1.190 -2.104 -0.870
H 0.514 0.457 2.081
H 0.960 -1.719 3.175
H 0.637 -1.637 1.428
H -1.537 -1.957 3.527
H -0.789 -3.324 2.709
H -2.072 -1.013 1.184
H -3.017 -2.410 1.699
H -1.929 -4.772 1.021
H -1.244 -5.955 -1.056
H -0.530 -4.589 -3.032
H -0.498 -2.110 -2.798
C 1.894 0.127 -0.916
Ge 2.833 1.827 -1.168
C 2.796 2.678 0.599
C 2.214 3.919 0.850
C 2.153 4.434 2.139
C 2.669 3.713 3.205
C 3.242 2.470 2.976
C 3.300 1.962 1.686
C 4.701 1.686 -1.779
C 5.631 0.952 -1.042
C 6.950 0.838 -1.456
C 7.364 1.457 -2.628
C 6.453 2.184 -3.378
C 5.133 2.295 -2.956
C 1.932 2.954 -2.499
C 1.049 2.417 -3.436
C 0.438 3.222 -4.389
C 0.698 4.586 -4.421
C 1.587 5.135 -3.507
C 2.202 4.322 -2.562
H 2.391 -0.823 -1.140
H 1.774 4.486 0.040
H 1.692 5.399 2.311
H 2.617 4.112 4.210
H 3.636 1.892 3.803
H 3.729 0.976 1.535
H 5.329 0.457 -0.125
H 7.655 0.265 -0.866
H 8.392 1.370 -2.955
H 6.767 2.667 -4.295
H 4.434 2.865 -3.557
H 0.816 1.359 -3.403
H -0.242 2.783 -5.109
H 0.224 5.214 -5.165
H 1.813 6.194 -3.538
H 2.921 4.764 -1.881
C -2.218 4.749 -1.655
N -2.965 3.550 -1.280
C -4.371 3.684 -0.924
C -2.290 2.478 -0.944
N -1.658 1.563 -0.630
H -2.702 5.218 -2.512
H -1.203 4.471 -1.934
H -2.185 5.460 -0.825
H -4.923 4.088 -1.772
H -4.489 4.353 -0.069
H -4.775 2.708 -0.671
*
```

Properties
ΔE to the lowest compared entry with this formula, charge and spin = 0.765 eV
HOMO energy = -6.74 eV
orbital gap = 6.66 eV

Atomic charges from the natural (NBO) analysis, expressed in e, are listed below: 0.182 -0.744 -0.070 -0.403 -0.447 0.226 -0.260 -0.168 -0.273 0.044 -0.442 0.489 0.158 0.180 0.212 0.199 0.243 0.212 0.213 0.213 0.217 0.195 -0.691 1.482 -0.328 -0.232 -0.219 -0.203 -0.216 -0.244 -0.355 -0.233 -0.218 -0.202 -0.218 -0.237 -0.338 -0.223 -0.228 -0.227 -0.216 -0.256 0.168 0.207 0.207 0.209 0.212 0.204 0.202 0.210 0.209 0.210 0.214 0.227 0.212 0.211 0.211 0.216 -0.398 -0.449 -0.393 0.554 -0.490 0.206 0.241 0.197 0.206 0.199 0.227

Entry from the Open Molecules 2025 dataset: a cluster of 2 separate species, C30H33N3O in total at a distorted geometry (ωB97M-V/def2-TZVPD).

```
! wB97M-V def2-TZVPD RIJCOSX def2/J DEFGRID3
* xyz 0 1
C -3.836 -0.324 2.856
C -3.478 -0.734 1.437
C -4.289 -1.932 1.007
N -2.073 -1.156 1.362
N -1.821 -2.429 1.646
N -0.484 -2.498 1.781
C 0.075 -3.853 1.990
C -0.346 -4.733 0.831
C -0.489 -4.416 3.275
C 0.106 -1.296 1.614
C 1.563 -1.184 1.729
C 2.197 -1.074 2.996
C 3.585 -1.063 3.095
C 4.380 -1.140 1.942
C 3.771 -1.235 0.684
C 2.384 -1.276 0.581
C -0.931 -0.375 1.324
C -0.942 0.963 0.971
H -4.899 -0.069 2.876
H -3.665 -1.159 3.551
H -3.262 0.549 3.186
H -3.578 0.121 0.764
H -5.353 -1.715 1.100
H -4.082 -2.186 -0.033
H -4.034 -2.794 1.626
H 1.161 -3.725 2.041
H -0.031 -5.762 1.026
H -1.439 -4.718 0.735
H 0.112 -4.410 -0.107
H -0.232 -5.477 3.357
H -0.088 -3.896 4.147
H -1.580 -4.323 3.268
H 1.560 -1.011 3.886
H 4.057 -0.988 4.078
H 5.466 -1.110 2.027
H 4.376 -1.286 -0.226
H 1.889 -1.398 -0.388
H 0.003 1.484 1.027
H -1.902 1.429 0.820
C 3.784 0.442 -5.003
C 3.370 1.675 -4.475
C 2.386 1.711 -3.485
C 1.799 0.520 -3.019
C 0.661 0.506 -2.045
C 0.296 1.783 -1.418
C -0.947 2.302 -1.489
C -1.189 3.746 -1.409
C -2.083 4.385 -2.307
C -2.297 5.758 -2.232
C -1.661 6.523 -1.243
C -0.752 5.905 -0.379
C -0.489 4.536 -0.480
O 0.065 -0.555 -1.783
C 2.254 -0.712 -3.522
C 3.236 -0.754 -4.509
H 4.547 0.417 -5.787
H 3.787 2.616 -4.845
H 2.042 2.662 -3.074
H 1.104 2.248 -0.843
H -1.768 1.686 -1.838
H -2.574 3.777 -3.070
H -2.956 6.245 -2.948
H -1.836 7.600 -1.176
H -0.225 6.493 0.372
H 0.235 4.047 0.175
H 1.812 -1.635 -3.139
H 3.548 -1.723 -4.911
*
```

Properties
HOMO energy = -5.41 eV
orbital gap = 5.49 eV

Atomic charges from the natural (NBO) analysis, expressed in e, are listed below: -0.618 -0.037 -0.616 -0.187 -0.145 -0.087 -0.046 -0.613 -0.613 0.072 -0.091 -0.145 -0.237 -0.210 -0.208 -0.200 0.145 -0.723 0.210 0.211 0.228 0.213 0.208 0.219 0.233 0.226 0.211 0.232 0.221 0.213 0.215 0.231 0.212 0.216 0.215 0.217 0.234 0.198 0.195 -0.189 -0.226 -0.187 -0.097 0.512 -0.266 -0.137 0.020 -0.232 -0.208 -0.220 -0.208 -0.219 -0.557 -0.176 -0.225 0.217 0.219 0.225 0.217 0.218 0.214 0.215 0.215 0.214 0.212 0.235 0.218

Entry from the Open Molecules 2025 dataset: a structure of composition C30H33N5O7S2W at a distorted geometry (ωB97M-V/def2-TZVPD).

```
! wB97M-V def2-TZVPD RIJCOSX def2/J DEFGRID3
* xyz 0 1
W -0.152 -0.132 0.196
O -2.420 1.696 2.940
C -1.289 1.430 2.587
O -0.934 1.291 1.344
C -0.114 1.396 3.589
C 1.161 1.896 2.874
C 2.241 2.281 3.894
C 2.660 0.898 4.415
C 1.801 -0.019 3.535
O 1.667 0.689 2.308
C 0.339 -0.019 4.039
C -0.282 -1.230 3.312
O -0.312 -2.307 3.885
O -0.598 -1.056 2.082
H -0.393 2.012 4.447
H 0.995 2.637 2.090
H 3.065 2.767 3.376
H 1.866 2.942 4.672
H 3.719 0.707 4.250
H 2.437 0.761 5.469
H 2.235 -1.002 3.353
H 0.255 -0.172 5.115
C 2.340 -4.099 2.612
N 1.237 -4.221 1.702
C 0.374 -5.275 1.601
C -0.580 -4.949 0.699
N -0.310 -3.672 0.250
C 0.812 -3.237 0.875
S 1.661 -1.799 0.540
C -1.149 -2.976 -0.627
C -1.610 -3.625 -1.765
C -2.641 -3.076 -2.500
C -3.287 -1.950 -1.950
C -2.767 -1.359 -0.832
N -1.614 -1.741 -0.214
H 2.684 -5.087 2.911
H 2.023 -3.543 3.499
H 3.149 -3.563 2.117
H 0.503 -6.168 2.176
H -1.445 -5.485 0.368
H -1.126 -4.540 -2.067
H -2.967 -3.518 -3.427
H -4.186 -1.562 -2.405
H -3.286 -0.558 -0.326
O 0.961 -2.236 -2.610
C 1.040 -1.065 -2.286
O 0.043 -0.460 -1.660
C 2.194 -0.200 -2.613
C 2.962 -0.550 -3.725
C 4.004 0.247 -4.146
C 4.311 1.401 -3.433
C 3.586 1.741 -2.312
C 2.517 0.950 -1.875
S 1.712 1.452 -0.402
H 2.698 -1.458 -4.247
H 4.577 -0.021 -5.021
H 5.128 2.032 -3.754
H 3.824 2.621 -1.738
C -2.899 2.118 -0.540
C -3.742 3.030 -1.455
N -2.897 3.603 -2.491
C -2.493 2.545 -3.402
C -1.920 1.354 -2.604
N -1.628 1.762 -1.212
C -0.838 3.011 -1.287
C -1.705 4.155 -1.866
H -3.459 1.217 -0.296
H -2.653 2.610 0.403
H -4.197 3.845 -0.888
H -4.543 2.466 -1.940
H -1.747 2.958 -4.082
H -3.360 2.244 -3.993
H -0.991 1.001 -3.057
H -2.616 0.515 -2.577
H 0.032 2.823 -1.920
H -0.480 3.255 -0.283
H -1.157 4.725 -2.620
H -2.021 4.846 -1.083
*
```

Properties
ΔE to the lowest compared entry with this formula, charge and spin = 1.820 eV
HOMO energy (spin up / spin down) = -6.70 / -6.68 eV
orbital gap (spin up / spin down) = 5.87 / 5.90 eV

Atomic charges from the Löwdin analysis, expressed in e, are listed below: 1.453 0.100 -0.542 -0.258 -0.077 -0.287 -0.089 -0.089 -0.270 -0.225 -0.079 -0.584 0.057 -0.215 0.156 0.135 0.116 0.116 0.114 0.115 0.136 0.154 -0.016 -0.095 -0.017 -0.005 0.027 -0.568 0.850 -0.227 -0.001 -0.004 -0.045 -0.108 0.007 0.099 0.094 0.081 0.129 0.129 0.130 0.116 0.114 0.106 0.073 -0.605 -0.328 -0.168 -0.024 -0.090 -0.085 -0.123 -0.541 0.746 0.116 0.097 0.102 0.094 -0.149 -0.151 -0.167 -0.155 -0.146 -0.177 -0.199 -0.150 0.091 0.111 0.119 0.117 0.119 0.115 0.113 0.094 0.087 0.092 0.118 0.120

Entry from the Open Molecules 2025 dataset: a structure of composition C30H34BF3N7O3V at a distorted geometry (ωB97M-V/def2-TZVPD).

```
! wB97M-V def2-TZVPD RIJCOSX def2/J DEFGRID3
* xyz 1 2
V 0.047 0.082 -0.009
C 2.282 1.939 -1.989
C 1.816 0.599 -2.420
C 2.153 -0.080 -3.590
C 1.595 -1.342 -3.475
C 1.642 -2.452 -4.455
N 0.954 -1.398 -2.289
N 1.060 -0.209 -1.670
B 0.450 -2.615 -1.484
N 1.206 -2.570 -0.144
N 1.167 -1.431 0.554
C 1.972 -1.550 1.610
C 2.261 -0.439 2.557
C 2.511 -2.837 1.611
C 2.000 -3.459 0.480
C 2.251 -4.840 0.002
N -1.013 -2.381 -1.112
N -1.327 -1.487 -0.149
C -2.630 -1.628 0.116
C -3.396 -0.856 1.128
C -3.157 -2.634 -0.696
C -2.102 -3.089 -1.465
C -2.108 -4.150 -2.501
H 2.965 2.345 -2.732
H 2.811 1.858 -1.036
H 1.455 2.637 -1.863
H 2.719 0.295 -4.418
H 2.166 -2.121 -5.347
H 0.636 -2.759 -4.731
H 2.156 -3.319 -4.047
H 0.620 -3.628 -2.057
H 2.038 0.527 2.097
H 3.315 -0.463 2.830
H 1.676 -0.543 3.471
H 3.186 -3.254 2.333
H 2.861 -5.367 0.732
H 2.775 -4.829 -0.953
H 1.313 -5.373 -0.134
H -2.721 -0.379 1.831
H -4.057 -1.535 1.663
H -4.011 -0.095 0.648
H -4.166 -2.991 -0.715
H -3.120 -4.524 -2.626
H -1.461 -4.976 -2.213
H -1.754 -3.763 -3.453
C -2.018 5.980 3.899
C -1.232 5.031 4.803
C -2.001 4.801 6.099
C -1.259 3.802 6.973
C -1.145 2.509 6.229
C -1.128 1.301 6.894
C -1.008 0.113 6.178
F -0.970 -1.046 6.846
C -0.911 0.107 4.807
C -0.901 1.325 4.117
C -0.668 1.314 2.673
O -0.697 0.252 2.020
C -0.368 2.606 2.130
C -0.584 3.744 2.868
N -0.972 3.743 4.140
C -1.026 2.540 4.826
C 0.238 2.749 0.778
O 0.480 3.818 0.269
O 0.527 1.592 0.260
H -2.380 6.807 4.503
H -2.876 5.473 3.465
H -1.413 6.405 3.105
H -0.258 5.483 5.042
H -2.999 4.419 5.873
H -2.108 5.755 6.613
H -1.772 3.644 7.920
H -0.258 4.180 7.201
H -1.193 1.268 7.973
H -0.809 -0.820 4.260
H -0.416 4.698 2.392
F -0.895 1.802 -1.991
C -1.436 0.858 -1.182
F -2.129 1.555 -0.225
H -2.177 0.310 -1.787
*
```

Properties
⟨S²⟩ = 0.762
ΔE to the lowest compared entry with this formula, charge and spin = 0.978 eV
HOMO energy (spin up / spin down) = -11.36 / -11.39 eV
orbital gap (spin up / spin down) = 8.22 / 8.35 eV

Atomic charges from the Löwdin analysis, expressed in e, are listed below: 1.030 -0.004 -0.275 0.050 -0.241 -0.004 0.062 -0.022 -0.475 0.054 -0.024 -0.275 0.006 0.047 -0.237 -0.003 0.047 -0.008 -0.299 -0.006 0.042 -0.247 -0.004 0.093 0.093 0.071 0.119 0.089 0.087 0.086 0.124 0.072 0.096 0.082 0.119 0.089 0.090 0.090 0.057 0.092 0.091 0.120 0.089 0.086 0.086 -0.030 -0.296 -0.136 -0.119 -0.130 0.076 -0.244 0.091 0.073 -0.032 -0.271 -0.047 -0.004 0.061 0.041 -0.058 -0.481 0.160 -0.133 0.091 0.101 0.079 0.165 0.139 0.129 0.127 0.136 0.139 0.138 0.150 0.024 -0.331 0.012 0.140

Entry from the Open Molecules 2025 dataset: a structure of composition C30H34Cl3N6O5PPtS2 at a distorted geometry (ωB97M-V/def2-TZVPD).

```
! wB97M-V def2-TZVPD RIJCOSX def2/J DEFGRID3
* xyz 2 1
Pt -2.220 -0.934 -1.335
C 1.087 1.235 -7.843
C 0.193 0.552 -6.849
C -0.276 1.227 -5.724
C -1.127 0.608 -4.823
C -1.508 -0.705 -5.058
C -1.065 -1.401 -6.178
C -0.212 -0.767 -7.060
S -2.574 -1.522 -3.950
O -3.268 -0.473 -3.131
O -3.381 -2.462 -4.651
N -1.627 -2.199 -2.769
C -1.875 -3.576 -2.467
C -1.645 -4.552 -3.434
C -1.856 -5.873 -3.099
C -2.261 -6.189 -1.807
C -2.431 -5.154 -0.913
N -2.253 -3.862 -1.224
H 1.496 2.161 -7.444
H 0.527 1.478 -8.748
H 1.912 0.587 -8.137
H 0.015 2.257 -5.563
H -1.516 1.141 -3.966
H -1.402 -2.412 -6.363
H 0.135 -1.297 -7.938
H -1.308 -4.271 -4.420
H -1.697 -6.652 -3.832
H -2.430 -7.212 -1.502
H -2.725 -5.360 0.110
N -5.553 -1.741 1.455
C -4.048 -1.781 1.505
P -3.583 0.010 1.432
O -4.734 0.707 2.057
O -3.174 0.376 0.017
C -2.080 0.296 2.443
N -1.641 1.679 2.068
H -5.992 -2.538 1.914
H -5.890 -1.702 0.491
H -5.829 -0.842 1.911
H -3.656 -2.372 0.675
H -3.758 -2.226 2.456
H -1.277 -0.391 2.184
H -2.272 0.261 3.513
H -1.746 1.789 1.052
H -0.639 1.848 2.322
H -2.227 2.383 2.521
Cl 7.317 3.091 4.863
C 5.882 2.447 4.165
C 5.655 2.584 2.803
C 4.488 2.075 2.265
C 3.531 1.437 3.052
C 2.258 0.900 2.456
C 2.519 0.159 1.147
N 1.347 -0.602 0.725
C 1.014 -1.856 1.174
C -0.182 -2.165 0.604
N -0.576 -1.103 -0.178
C 0.369 -0.183 -0.093
O 1.211 1.875 2.215
C 1.494 3.284 2.324
C 1.812 3.773 3.704
C 1.091 3.536 4.837
Cl -0.360 2.612 4.983
S 1.747 4.282 6.227
C 3.012 4.961 5.300
C 2.927 4.615 3.989
C 3.805 1.299 4.414
Cl 2.685 0.505 5.478
C 4.967 1.796 4.976
H 6.386 3.081 2.181
H 4.324 2.190 1.200
H 1.827 0.191 3.164
H 3.339 -0.544 1.284
H 2.791 0.844 0.345
H 1.659 -2.419 1.826
H -0.768 -3.067 0.650
H 0.387 0.755 -0.623
H 0.587 3.762 1.946
H 2.304 3.557 1.646
H 3.754 5.581 5.777
H 3.636 4.939 3.240
H 5.155 1.682 6.034
*
```

Properties
ΔE to the lowest compared entry with this formula, charge and spin = 0.387 eV
HOMO energy = -13.15 eV
orbital gap = 8.37 eV

Atomic charges from the Löwdin analysis, expressed in e, are listed below: 1.101 -0.033 -0.245 -0.020 -0.050 -0.303 -0.037 -0.012 0.658 -0.424 -0.231 -0.259 -0.402 -0.009 -0.032 -0.052 -0.144 0.062 0.081 0.097 0.089 0.119 0.108 0.118 0.128 0.114 0.122 0.112 0.104 0.151 -0.167 0.432 -0.292 -0.470 -0.169 0.145 0.174 0.177 0.134 0.070 0.116 0.080 0.114 0.139 0.086 0.158 0.743 -0.656 -0.078 -0.032 -0.215 -0.260 -0.044 -0.046 -0.014 -0.103 -0.135 -0.126 -0.176 -0.122 -0.328 -0.969 0.678 1.045 -0.372 -0.138 -0.565 0.760 -0.110 0.119 0.122 0.109 0.154 0.140 0.142 0.099 0.152 0.134 0.129 0.085 0.124 0.118

Entry from the Open Molecules 2025 dataset: a structure of composition C30H34IN2NdOS2 (ωB97M-V/def2-TZVPD).

```
! wB97M-V def2-TZVPD RIJCOSX def2/J DEFGRID3
* xyz 0 4
Nd -0.244 0.057 -0.222
C -0.508 -3.068 1.717
N -0.715 -1.615 1.913
C 0.114 -1.155 3.038
C 1.552 -0.998 2.604
N 1.747 0.164 1.706
C 3.024 0.000 0.983
C 1.731 1.410 2.485
C 2.865 1.746 3.228
C 2.915 2.904 3.982
C 1.801 3.738 4.002
C 0.670 3.398 3.282
C 0.599 2.226 2.508
S -0.925 1.870 1.687
C -2.129 -1.343 2.072
C -2.690 -1.115 3.314
C -4.060 -0.848 3.447
C -4.874 -0.835 2.315
C -4.330 -1.082 1.072
C -2.943 -1.337 0.911
S -2.320 -1.670 -0.702
H -0.710 -3.603 2.652
H 0.518 -3.265 1.410
H -1.167 -3.432 0.937
H 0.066 -1.865 3.872
H -0.260 -0.195 3.383
H 1.886 -1.889 2.076
H 2.191 -0.887 3.485
H 3.843 -0.308 1.639
H 3.294 0.938 0.504
H 2.910 -0.770 0.218
H 3.732 1.092 3.217
H 3.807 3.150 4.546
H 1.814 4.654 4.581
H -0.204 4.040 3.299
H -2.071 -1.117 4.202
H -4.475 -0.650 4.427
H -5.934 -0.628 2.407
H -4.951 -1.071 0.185
I 2.183 1.174 -2.375
C 0.827 2.270 -3.551
C 1.354 2.921 -4.624
C 0.494 3.709 -5.426
C -0.823 3.818 -5.096
C -1.360 3.144 -3.968
C -2.729 3.295 -3.622
C -3.231 2.657 -2.530
C -2.391 1.813 -1.763
C -1.064 1.595 -2.038
C -0.537 2.310 -3.156
H 2.407 2.849 -4.859
H 0.896 4.228 -6.287
H -1.489 4.431 -5.694
H -3.357 3.931 -4.238
H -4.272 2.780 -2.254
H -2.863 1.306 -0.922
C -0.110 -3.435 -3.037
C 0.467 -2.054 -2.815
O 1.214 -1.959 -1.583
C 2.458 -2.661 -1.624
C 2.601 -3.621 -0.470
H -0.616 -3.466 -4.006
H -0.832 -3.684 -2.259
H 0.676 -4.197 -3.048
H -0.320 -1.298 -2.762
H 1.123 -1.758 -3.636
H 3.262 -1.920 -1.631
H 2.525 -3.207 -2.566
H 2.621 -3.102 0.490
H 3.541 -4.172 -0.569
H 1.776 -4.336 -0.462
*
```

Properties
⟨S²⟩ = 3.754
ΔE to the lowest compared entry with this formula, charge and spin = 0.270 eV
HOMO energy (spin up / spin down) = -7.21 / -7.22 eV
orbital gap (spin up / spin down) = 7.41 / 7.43 eV

Atomic charges from the Löwdin analysis, expressed in e, are listed below: 1.308 -0.057 -0.249 -0.200 -0.163 -0.232 -0.116 -0.281 -0.046 -0.090 -0.089 -0.118 -0.611 0.552 -0.336 -0.037 -0.073 -0.095 -0.115 -0.635 0.533 0.102 0.059 0.057 0.129 0.094 0.093 0.134 0.092 0.061 0.043 0.107 0.100 0.103 0.097 0.106 0.098 0.102 0.098 1.088 -0.603 -0.170 -0.087 -0.040 -0.169 -0.046 -0.075 -0.192 -0.297 -0.267 0.084 0.102 0.111 0.109 0.104 0.055 -0.065 -0.315 -0.350 -0.285 -0.056 0.090 0.053 0.075 0.066 0.111 0.101 0.118 0.048 0.089 0.086

Let's list calculated total energy in order: -97922.5009 -38159.8925 -76926.4773 -82751.2238 -122601.5838 -81739.0886 eV.